The following is a DFT calculation (ωB97M-V/def2-TZVPD) of a molecular structure, C54H39AsF6N4O2Ti.

CARTESIAN COORDINATES (ANGSTROEM)
As -2.733 0.181 -0.282
Ti 0.739 -0.222 -0.215
F 0.261 -4.724 -2.045
F 0.430 -3.482 1.908
F -0.987 -3.291 -1.035
F 2.543 -3.093 1.687
F -0.402 -5.103 -0.042
F 1.783 -5.080 1.343
O -1.244 -0.559 -0.214
O 1.183 -2.036 -0.371
N 3.173 -4.879 -6.579
N 2.590 0.547 0.093
N 7.662 -1.050 7.395
N 0.588 -0.276 1.888
C 1.111 -0.403 4.095
C -0.513 5.236 0.477
C -1.173 4.867 -1.802
C 4.768 0.474 0.714
C 4.974 0.676 3.784
C -2.727 3.519 2.230
C 3.450 0.257 1.146
C 2.603 -1.100 -3.632
C 0.038 -4.128 -0.864
C -0.551 -0.471 2.616
C 0.125 1.836 -0.397
C 6.882 -0.889 6.564
C 1.233 -1.018 -3.326
C -6.029 -1.529 1.631
C 3.002 -0.098 2.444
C 1.630 -0.252 2.800
C -4.309 -0.715 -4.034
C 2.251 -3.045 -5.008
C 4.013 -1.467 4.272
C -5.204 -0.637 0.964
C -0.188 3.009 -0.506
C -4.259 -3.166 1.641
C 3.105 -2.087 -4.454
C -2.696 1.263 -2.922
C 5.912 0.489 4.781
C 4.949 -1.667 5.266
C 2.764 -4.063 -5.876
C 2.553 -3.844 -1.096
C 5.908 -0.688 5.530
C 0.399 -1.999 -3.886
C -5.556 -2.792 1.966
C 1.320 -3.391 -0.318
C -0.964 6.543 0.393
C -3.029 1.911 0.484
C 1.510 -3.768 1.173
C -2.959 1.264 -4.283
C 0.889 -2.989 -4.712
C -3.762 0.276 -4.836
C -4.270 3.967 0.440
C 4.702 0.954 -0.603
C -1.626 6.174 -1.882
C -3.428 -2.280 0.969
C 0.686 0.039 -2.472
C -4.051 -0.724 -2.670
C -0.278 -0.545 3.967
C -2.403 2.296 1.666
C -3.959 2.739 -0.132
C -3.658 4.352 1.620
C -1.529 7.017 -0.784
C 3.367 0.993 -0.942
C 4.003 -0.294 3.503
C -0.617 4.370 -0.618
C -3.244 0.266 -2.122
C -3.910 -1.022 0.629
H -2.234 3.828 3.142
H 1.162 1.000 -2.659
H -0.662 -1.967 -3.663
H -2.037 2.004 -2.484
H -7.035 -1.236 1.899
H 4.971 1.597 3.216
H -5.561 0.357 0.721
H 2.448 -3.522 -2.129
H -3.955 0.273 -5.901
H 3.422 -3.354 -0.662
H -0.874 7.196 1.253
H 1.681 -0.394 5.009
H 4.164 -2.126 -4.675
H -3.886 -4.144 1.916
H -1.502 -0.618 2.133
H -0.999 -0.700 4.755
H -4.427 2.446 -1.065
H -4.979 4.623 -0.049
H 3.275 -2.230 4.062
H 5.659 0.311 1.298
H -1.881 8.039 -0.848
H -2.518 2.025 -4.914
H 4.951 -2.585 5.839
H 2.681 -4.926 -1.063
H -3.891 5.314 2.060
H 2.917 1.335 -1.856
H 6.647 1.255 4.993
H 3.284 -0.377 -3.199
H -0.382 0.150 -2.646
H 5.527 1.249 -1.233
H -1.237 4.215 -2.664
H -0.076 4.860 1.393
H -6.199 -3.484 2.495
H -4.467 -1.501 -2.041
H -2.054 6.537 -2.809
H -4.929 -1.488 -4.469
H -1.654 1.665 2.128
H 0.222 -3.734 -5.128
H -2.408 -2.549 0.727

Calculated values
Spin multiplicity = 2
Total charge = -1
Relative energy (zero: lowest compared OMol25 entry of this formula, charge and spin) = 0.0 kJ/mol
Frontier orbital gap (alpha / beta) = 4.90 / 6.68 eV

---

The following is a DFT calculation (ωB97M-V/def2-TZVPD) of a molecular structure, C54H40F3N4OP2RhS in a non-equilibrium geometry.

CARTESIAN COORDINATES (ANGSTROEM)
Rh 0.170 0.644 0.206
S -1.974 0.845 -0.784
P -0.933 0.893 2.344
P 1.985 2.178 -0.382
F -4.907 -0.492 -1.143
F -4.831 -2.442 -2.110
F -3.632 -0.798 -2.873
O 1.062 2.790 2.124
N 4.103 -2.235 -4.934
N 2.779 -1.125 -6.340
N -1.017 -1.204 0.374
N 0.745 -0.512 -1.615
C 3.840 -1.559 -7.105
C -4.148 -1.463 3.188
C 4.482 3.132 3.391
C -5.203 -0.687 2.728
C 0.396 -0.029 -2.819
C -2.842 -1.001 3.076
C 5.168 2.865 2.214
C -0.073 4.060 -0.755
C 1.645 6.059 -1.633
C 1.379 -0.554 2.819
C 5.853 -2.825 -6.653
C 2.416 2.853 2.248
C 2.046 -1.420 4.952
C -2.032 -0.849 -0.415
C 4.469 2.568 1.054
C -1.930 4.271 4.513
C 6.159 -2.704 -7.988
C -0.816 5.069 4.278
C 3.101 1.784 -1.748
C -2.970 -1.786 -0.845
C 0.205 -0.046 3.383
C 4.140 -1.436 -8.465
C 2.923 2.361 -3.008
C 5.309 -2.013 -8.882
C 2.306 -1.233 3.600
C 5.062 0.628 -2.572
C -0.586 5.286 -1.167
C 0.271 6.275 -1.626
C -0.972 2.530 3.148
C -2.015 3.009 3.943
C 0.231 4.609 3.491
C 4.148 0.870 -1.558
C 3.093 3.125 3.419
C -3.661 1.016 2.018
C -4.101 -1.381 -1.755
C 1.757 -1.397 -1.567
C 2.160 4.843 -1.210
C 3.837 2.109 -4.021
C -1.781 -3.444 0.426
C 4.917 1.263 -3.800
C 1.300 3.822 -0.792
C 0.135 3.342 2.955
C -4.962 0.549 2.135
C -2.599 0.254 2.519
C -0.038 -0.225 4.743
C 2.470 -1.782 -2.668
C -0.882 -2.474 0.790
C 1.053 -0.383 -3.978
C 0.877 -0.921 5.521
C 2.147 -1.244 -3.911
C 3.071 2.553 1.054
C 4.663 -2.246 -6.208
C 2.999 -1.563 -5.056
C -2.837 -3.092 -0.411
H -0.037 -2.691 1.436
H 5.641 1.090 -4.588
H 0.701 0.027 -4.920
H -1.656 5.464 -1.139
H 5.018 2.357 0.148
H 2.315 6.837 -1.981
H 5.588 -1.944 -9.928
H -4.342 -2.433 3.635
H 1.973 -0.637 -6.685
H 3.223 -1.611 3.162
H -0.444 0.651 -2.848
H 3.482 -0.928 -9.163
H -2.890 2.395 4.122
H -3.558 -3.835 -0.732
H 3.713 2.586 -4.987
H 4.257 0.357 -0.607
H 5.892 -0.051 -2.403
H -3.468 1.971 1.546
H -5.787 1.145 1.764
H -6.223 -1.046 2.828
H 7.071 -3.148 -8.369
H -2.741 4.637 5.135
H 2.764 -1.952 5.568
H -0.737 3.291 -0.407
H -0.761 6.063 4.709
H 2.093 3.032 -3.189
H 6.506 -3.344 -5.958
H 3.287 -2.490 -2.590
H 1.101 5.229 3.299
H -0.937 0.186 5.194
H 2.553 3.321 4.339
H 6.251 2.875 2.200
H -0.131 7.217 -1.984
H 0.682 -1.073 6.577
H 1.980 -1.821 -0.592
H -2.019 -1.609 3.436
H -1.661 -4.459 0.781
H 1.585 -0.413 1.761
H 3.233 4.682 -1.215
H 5.030 3.348 4.303

Calculated values
Total charge = +2
Relative energy (zero: lowest compared OMol25 entry of this formula, charge and spin) = 14.6 kJ/mol
Frontier orbital gap = 5.26 eV

---

The following is a DFT calculation (ωB97M-V/def2-TZVPD) of a molecular structure, C54H40N6O9P2ReSTe in a non-equilibrium geometry.

CARTESIAN COORDINATES (ANGSTROEM)
Re -0.506 -0.966 -0.041
Te -3.500 1.397 2.548
S -0.805 1.711 -2.541
P -0.359 0.832 1.513
P -1.825 -1.410 1.890
O -1.469 0.885 -1.491
O -0.078 -2.740 -3.682
O 4.060 -1.060 0.961
O 1.007 -4.401 -4.501
O 2.067 -0.291 0.319
O 0.863 -1.514 -1.675
O 6.533 -4.005 -1.973
O 5.618 -4.917 -3.691
O -1.792 -2.193 -0.979
N 0.909 -3.459 -3.737
N -3.186 -5.015 -2.412
N 5.583 -4.222 -2.698
N -2.197 -1.754 -2.131
N -3.735 -1.550 -5.132
N -2.769 2.005 7.397
C 1.218 -0.284 3.569
C 3.076 -1.130 0.063
C 3.678 -0.168 2.020
C -0.339 2.641 1.447
C 0.363 3.376 2.396
C -3.300 -1.989 -4.166
C -3.214 1.659 4.672
C -4.260 1.578 5.580
C 3.205 -3.855 -3.137
C -5.231 -3.536 1.227
C 1.000 1.548 -2.105
C -1.019 -3.271 5.987
C 2.415 -0.944 4.015
C 3.809 3.400 -3.797
C -2.803 -2.540 -2.964
C 0.267 4.757 2.398
C -5.311 -1.559 -0.141
C 3.101 -2.006 -1.020
C 3.549 -0.928 3.306
C -2.116 -2.451 5.758
C 4.338 -3.586 -2.368
C -1.510 -2.317 3.436
C -1.939 1.899 5.167
C -5.865 -2.766 0.266
C 2.373 0.474 1.504
C -0.503 5.401 1.442
C -4.117 -1.137 0.407
C 1.888 2.655 -2.543
C 1.910 -2.188 -1.853
C -1.775 2.075 6.530
C 1.170 0.403 2.411
C 1.725 3.949 -2.057
C 2.590 4.956 -2.445
C -3.025 -3.919 -2.711
C 0.181 1.113 -5.030
C 3.632 4.685 -3.317
C 2.025 -3.172 -2.890
C -1.190 4.669 0.486
C -3.977 1.753 6.927
C -0.181 -3.624 4.942
C 2.943 2.393 -3.410
C -1.124 3.288 0.497
C 0.253 2.444 -5.427
C 2.070 0.610 -6.433
C -2.360 -1.972 4.487
C -4.039 -3.115 1.789
C 2.137 1.937 -6.821
C -1.705 0.279 2.542
C 1.098 0.202 -5.537
C -0.853 0.670 -4.057
C -3.488 -1.906 1.388
C -0.422 -3.147 3.662
C 4.289 -2.701 -1.310
C 1.230 2.854 -6.315
H 3.243 -4.584 -3.934
H -3.529 -3.720 2.528
H 0.923 4.168 -1.366
H 0.226 -3.410 2.836
H -3.631 -0.231 0.054
H -5.266 1.375 5.247
H 1.026 -0.832 -5.239
H -5.653 -4.483 1.525
H -0.719 -0.365 -3.743
H 0.945 1.508 -1.013
H -0.817 -3.630 6.986
H 2.544 1.508 1.164
H 5.168 -2.524 -0.710
H -4.761 1.684 7.668
H 4.486 0.573 2.110
H -1.782 5.169 -0.265
H -3.206 -1.323 4.292
H 0.972 2.861 3.130
H 1.338 0.588 -2.491
H 2.900 2.262 -7.512
H -1.865 0.783 -4.455
H -0.580 6.478 1.448
H -0.460 3.158 -5.039
H 3.085 1.388 -3.779
H 1.285 3.892 -6.609
H 2.778 -0.106 -6.825
H 0.330 -0.364 4.179
H 0.668 -4.267 5.129
H -1.093 1.942 4.494
H 2.368 -1.492 4.943
H 0.789 5.327 3.153
H -6.784 -3.109 -0.183
H 2.458 5.956 -2.058
H -2.772 -2.179 6.571
H 4.309 5.472 -3.614
H -1.666 2.699 -0.226
H 4.624 3.174 -4.469
H 4.433 -1.462 3.614
H -5.799 -0.963 -0.900
H -0.800 2.289 6.950

Calculated values
Spin multiplicity = 4
Total charge = 0
Frontier orbital gap (alpha / beta) = 4.64 / 5.23 eV

---

The following is a DFT calculation (ωB97M-V/def2-TZVPD) of a molecular structure, C54H41AsCrO7P2S2 in a non-equilibrium geometry.

CARTESIAN COORDINATES (ANGSTROEM)
As -0.153 -2.617 -3.068
Cr 0.369 -0.445 -0.888
S -1.729 -0.757 0.020
S 1.983 0.005 -2.873
P -0.019 1.911 -0.689
P 1.241 -1.644 0.966
O -1.462 -1.513 -3.485
O 0.308 -2.233 -1.489
O 0.504 0.009 -2.911
O 2.612 1.148 -3.454
O -0.753 -4.093 -3.349
O -2.222 -2.063 -0.412
O 2.309 -0.164 -1.417
C 2.457 0.516 2.143
C 0.814 -2.947 3.312
C 1.275 2.856 0.164
C 3.533 -4.351 -1.020
C 0.204 -2.124 2.380
C -0.986 -2.765 4.845
C 1.960 -3.559 -4.734
C -3.517 -0.497 3.684
C 3.283 4.256 1.478
C -3.070 -0.223 2.378
C -1.526 2.676 -4.387
C -4.011 2.584 -0.209
C 3.798 -1.537 -4.167
C 3.784 -1.490 2.213
C -5.289 2.031 -0.435
C -2.906 4.672 0.116
C 0.488 3.765 -2.813
C 4.199 -2.665 -4.864
C -1.933 -0.776 1.833
C -1.261 2.146 -3.140
C -1.087 -1.597 2.644
C -2.818 1.837 -0.197
C -1.617 2.586 -0.083
C 1.553 -2.445 -4.013
C 2.483 -1.447 -3.739
C -0.778 3.748 -4.859
C 3.431 1.196 2.853
C -3.005 0.438 -0.355
C 0.228 -3.312 4.532
C -3.066 -1.973 5.800
C 1.070 3.324 1.463
C -6.321 3.125 -0.351
C -1.696 3.962 0.061
C 1.166 -4.384 0.433
C -5.403 0.693 -0.696
C -5.507 4.430 -0.157
C 3.278 -3.664 -5.156
C -2.812 -1.390 4.437
C -4.074 3.978 -0.047
C 3.110 -3.203 -0.371
C -0.236 2.676 -2.351
C 4.756 -0.809 2.929
C -1.847 -2.890 6.074
C 2.519 3.025 -0.443
C 2.624 -0.828 1.818
C 1.923 -3.217 0.361
C 0.216 4.295 -4.068
C 2.778 -5.513 -0.942
C 3.512 3.738 0.212
C -4.240 -0.097 -0.626
C -1.606 -1.907 3.920
C 4.582 0.530 3.250
C 1.598 -5.530 -0.213
C 2.068 4.031 2.112
H -6.354 0.225 -0.912
H -4.426 -0.031 4.040
H -2.176 -2.105 -3.767
H -3.683 0.434 1.780
H 5.344 1.054 3.812
H 3.295 2.242 3.093
H -1.298 -2.579 6.964
H 1.231 -4.332 -4.942
H 3.111 -6.409 -1.450
H 4.469 3.890 -0.270
H -2.303 2.242 -5.002
H 4.054 4.828 1.976
H 2.710 2.601 -1.422
H 3.681 -2.285 -0.453
H 4.478 -0.721 -3.956
H -4.302 -1.172 -0.748
H 0.123 3.150 1.960
H -5.818 4.980 0.732
H 3.934 -2.531 1.957
H 1.550 1.023 1.834
H -2.147 -3.927 6.228
H 4.449 -4.338 -1.597
H 3.594 -4.542 -5.705
H 0.751 -3.980 5.204
H 1.895 4.413 3.110
H -5.616 5.108 -1.005
H -6.994 2.954 0.491
H -4.001 -2.535 5.808
H -0.777 4.531 0.078
H 1.262 4.213 -2.206
H 1.804 -3.324 3.088
H 5.230 -2.764 -5.175
H -1.839 1.299 -2.792
H -0.972 4.153 -5.843
H 5.654 -1.326 3.240
H -2.885 5.749 0.224
H 0.219 -4.382 0.956
H -6.939 3.158 -1.248
H 0.787 5.139 -4.432
H 1.000 -6.430 -0.161
H -3.160 -1.191 6.554

Calculated values
Spin multiplicity = 2
Total charge = +1
Frontier orbital gap (alpha / beta) = 6.79 / 7.29 eV